{
  "formula": "C4H5N3O",
  "method": "ωB97M-V/def2-TZVPD",
  "symbols": ["C", "C", "C", "C", "H", "H", "H", "H", "H", "N", "N", "N", "O"],
  "coordinates": [[-1.39139, -0.08966, 0.26055], [-0.91291, 1.43107, -0.05740], [0.44840, 0.84467, 0.01869], [0.03049, -0.43649, 0.09326], [-3.24035, -0.67928, 0.10503], [-1.63855, 0.09526, 1.38673], [-1.13640, 2.09135, 0.85780], [-1.06228, 1.93966, -1.06480], [2.97301, -0.90136, -0.35124], [1.81046, 0.80913, -0.11902], [2.07091, -0.43637, 0.00555], [1.03760, -1.31598, 0.07456], [-2.42197, -0.80508, -0.31897]],
  "nbo_charge": [0.124, -0.426, 0.058, 0.028, 0.480, 0.158, 0.211, 0.237, 0.413, -0.210, -0.143, -0.243, -0.688],
  "de_lowest_ev": 4.655,
  "homo_lumo_gap_ev": 10.2298,
  "energy_ha": -394.796508,
  "smiles": "O[C@@H]1Cc2n[nH]nc21"
}

***

{
  "formula": "C8H10N2O2S",
  "method": "ωB97M-V/def2-TZVPD",
  "symbols": ["C", "C", "C", "C", "C", "C", "C", "C", "N", "N", "O", "O", "S", "H", "H", "H", "H", "H", "H", "H", "H", "H", "H"],
  "coordinates": [[0.28579, -2.54422, -1.32118], [0.12953, -1.70410, -0.47619], [0.61990, 2.68065, 0.18377], [0.15143, 1.62171, 0.92904], [1.15118, 1.47266, -1.74681], [0.52872, 1.31707, -3.14775], [-1.92150, -1.80046, 2.41149], [0.12585, -0.79873, 0.57254], [0.92484, 2.53347, -1.13168], [0.23687, 0.44412, 0.33043], [0.18729, -0.39556, 3.16275], [0.62095, -2.78207, 2.54520], [-0.02705, -1.48584, 2.27945], [0.62240, -3.13778, -2.05310], [0.47179, 3.73539, 0.58582], [-0.32261, 1.77093, 1.90245], [1.78799, 0.57484, -1.52057], [-0.54650, 1.45583, -3.12083], [0.81001, 0.46202, -3.74740], [0.74328, 2.19415, -3.75210], [-1.98724, -2.28748, 3.32259], [-2.47987, -0.84699, 2.12304], [-2.11304, -2.47959, 1.66905]],
  "nbo_charge": [-0.137, -0.074, 0.062, -0.133, 0.248, -0.692, -0.797, -0.114, -0.469, -0.337, -0.947, -0.907, 2.068, 0.218, 0.213, 0.222, 0.187, 0.239, 0.219, 0.241, 0.239, 0.235, 0.216],
  "de_lowest_ev": 6.808,
  "homo_lumo_gap_ev": 7.3774,
  "energy_ha": -968.802515,
  "smiles": "C#C/C(=N/C=C\\N=C\\C)S(C)(=O)=O"
}

***

{
  "formula": "C2H7N3S2",
  "method": "ωB97M-V/def2-TZVPD",
  "symbols": ["C", "C", "H", "H", "H", "H", "H", "H", "H", "N", "N", "N", "S", "S"],
  "coordinates": [[1.81344, -1.38915, -1.40244], [-0.63209, 0.30152, 0.23278], [2.72873, -0.97940, -0.95754], [2.20201, -2.03778, -2.20481], [1.36381, -2.07251, -0.71022], [0.33105, 1.75502, -0.82292], [-1.86744, -0.95562, 0.90583], [0.03700, 1.59386, 1.56343], [-2.94849, 1.86801, 2.26242], [0.39390, 0.72658, -0.61123], [-1.34486, -0.74381, 0.00383], [-0.82999, 1.19789, 1.30118], [0.72608, -0.17579, -2.02772], [-1.97315, 0.91118, 2.46740]],
  "nbo_charge": [-0.800, 0.542, 0.219, 0.243, 0.228, 0.404, 0.348, 0.394, 0.111, -0.797, -0.724, -0.804, 0.440, 0.197],
  "de_lowest_ev": 0.387,
  "homo_lumo_gap_ev": 9.1435,
  "energy_ha": -1041.007774,
  "smiles": "[H]/N=C(\\NS)NSC"
}

***

{
  "formula": "C2H2N4S2",
  "method": "ωB97M-V/def2-TZVPD",
  "symbols": ["C", "C", "H", "H", "N", "N", "N", "N", "S", "S"],
  "coordinates": [[1.22517, -0.05746, -0.00517], [-1.23009, 0.07830, 0.11283], [3.00614, -1.20277, 0.71201], [-3.06146, 1.19500, -0.69454], [0.66762, -1.20439, -0.06541], [-0.63609, -1.14321, 0.19094], [-0.65074, 1.23583, 0.15100], [0.71697, 1.13976, 0.15285], [2.97143, 0.07049, -0.30324], [-3.00896, -0.11155, -0.25128]],
  "nbo_charge": [0.156, 0.196, 0.177, 0.155, -0.179, -0.174, -0.208, -0.194, 0.033, 0.038],
  "de_lowest_ev": 1.606,
  "homo_lumo_gap_ev": 7.9941,
  "energy_ha": -1092.675368,
  "smiles": "Sc1nnc(S)nn1"
}

***

{
  "formula": "C23H72O13",
  "method": "ωB97M-V/def2-TZVPD",
  "symbols": ["C", "O", "H", "H", "H", "H", "C", "C", "O", "H", "H", "H", "H", "H", "H", "C", "C", "O", "H", "H", "H", "H", "H", "H", "C", "C", "O", "H", "H", "H", "H", "H", "H", "C", "C", "O", "H", "H", "H", "H", "H", "H", "C", "C", "O", "H", "H", "H", "H", "H", "H", "C", "C", "O", "H", "H", "H", "H", "H", "H", "C", "C", "O", "H", "H", "H", "H", "H", "H", "C", "C", "O", "H", "H", "H", "H", "H", "H", "C", "C", "O", "H", "H", "H", "H", "H", "H", "C", "C", "O", "H", "H", "H", "H", "H", "H", "C", "C", "O", "H", "H", "H", "H", "H", "H", "O", "H", "H"],
  "coordinates": [[2.54703, 4.40154, -1.17082], [1.53621, 5.15938, -0.49322], [3.54947, 4.81519, -1.01643], [2.56023, 3.41062, -0.71819], [2.35262, 4.31881, -2.24112], [1.60066, 6.07623, -0.77908], [0.26801, -0.01569, -0.62615], [0.22944, 0.12913, 0.89476], [1.29400, -0.63311, 1.47118], [0.25299, -1.07607, -0.85991], [1.21870, 0.39274, -0.98140], [-0.56278, 0.53734, -1.07006], [-0.72700, -0.31114, 1.20577], [0.28287, 1.16201, 1.24321], [1.88977, -0.06202, 1.97697], [4.53399, -0.96825, 2.76133], [4.27095, 0.14540, 3.76332], [2.98131, 0.77259, 3.51892], [5.44253, -1.51610, 3.00884], [4.62245, -0.60084, 1.73688], [3.68898, -1.66399, 2.77668], [5.04166, 0.91886, 3.71882], [4.30076, -0.28570, 4.76660], [2.38439, 0.46956, 4.20982], [-3.75697, 0.45460, -0.95088], [-5.25449, 0.52164, -1.21202], [-5.90940, 1.50554, -0.39428], [-3.24928, -0.28526, -1.57551], [-3.60311, 0.16230, 0.09482], [-3.24475, 1.41548, -1.03229], [-5.69445, -0.46402, -1.01870], [-5.48444, 0.78294, -2.24428], [-5.84861, 1.18718, 0.51333], [-1.31370, -3.35894, -1.42548], [-0.85085, -4.72142, -0.99784], [-1.99083, -5.45042, -0.52158], [-2.22897, -3.42170, -2.02081], [-0.54490, -2.88103, -2.03358], [-1.55288, -2.71906, -0.57251], [-0.06938, -4.62117, -0.23392], [-0.40692, -5.24422, -1.85533], [-1.70246, -6.32658, -0.24893], [-1.75641, -0.03717, 4.02617], [-2.27698, 0.58718, 5.30257], [-1.21832, 0.87552, 6.22168], [-1.09421, 0.65756, 3.50062], [-2.56463, -0.33855, 3.36035], [-1.15830, -0.91059, 4.29086], [-2.94365, -0.11427, 5.80467], [-2.84257, 1.50593, 5.11588], [-0.61864, 1.48041, 5.77298], [-2.33392, 2.71980, 1.49763], [-3.40841, 3.77045, 1.36859], [-4.46248, 3.62616, 2.32029], [-2.63162, 1.67707, 1.42224], [-1.78247, 2.81578, 2.44404], [-1.51117, 2.93098, 0.80272], [-3.82179, 3.77053, 0.35266], [-2.97096, 4.75214, 1.54338], [-5.01044, 2.88613, 2.04641], [3.03606, -4.87535, -0.02532], [2.81808, -3.44645, 0.39363], [1.96765, -3.41463, 1.54279], [2.13132, -5.33860, -0.42693], [3.38650, -5.52023, 0.78475], [3.79082, -4.90947, -0.81629], [2.33738, -2.90882, -0.43322], [3.77294, -2.95894, 0.61936], [1.77632, -2.48089, 1.71991], [1.32261, 1.46648, -5.66309], [1.60732, 1.26690, -4.19516], [1.35362, -0.08155, -3.76665], [1.70351, 2.44057, -5.97687], [0.25342, 1.42180, -5.87706], [1.84825, 0.70732, -6.23925], [1.06674, 1.96071, -3.54757], [2.67920, 1.41498, -4.04840], [0.41028, -0.26810, -3.77571], [5.64341, -1.21205, -1.67072], [4.74489, -0.71132, -2.74188], [3.58262, -1.48813, -2.72721], [5.12773, -1.16333, -0.71003], [6.55219, -0.61667, -1.55410], [5.93225, -2.24023, -1.88908], [5.25276, -0.81885, -3.71274], [4.56984, 0.36424, -2.60469], [2.83934, -0.97345, -3.08546], [-1.94622, 3.15667, -3.28816], [-3.43053, 3.12205, -3.44762], [-3.78101, 3.49964, -4.81205], [-1.45333, 2.46551, -3.97138], [-1.68507, 2.83121, -2.27264], [-1.55907, 4.16924, -3.39231], [-3.96913, 3.81515, -2.78872], [-3.87397, 2.14424, -3.23263], [-4.65415, 3.14428, -4.99853], [-1.85088, -3.15612, 2.43484], [-3.32887, -2.89590, 2.69830], [-3.87662, -2.04326, 1.69341], [-1.76406, -3.82034, 1.57319], [-1.30564, -3.61842, 3.25920], [-1.37094, -2.19777, 2.23232], [-3.51883, -2.48170, 3.68734], [-3.82934, -3.87572, 2.70631], [-3.89956, -2.55932, 0.87975], [3.99199, 2.66228, 1.35656], [3.89734, 1.98845, 2.04453], [3.25500, 3.26646, 1.50460]],
  "mulliken_charge": [-0.264, -0.498, 0.339, -0.092, 0.260, 0.268, -0.134, 0.123, 0.320, -0.313, 0.312, 0.077, -0.517, 0.344, -0.180, -0.344, -0.749, -0.510, 0.487, -0.015, 0.103, 0.350, 0.456, 0.248, -0.063, -0.739, -0.530, 0.404, 0.107, -0.214, 0.312, 0.422, 0.300, -0.469, -0.437, -0.595, 0.424, 0.235, -0.164, 0.241, 0.469, 0.312, -0.048, -0.637, -0.539, 0.077, -0.144, 0.333, 0.362, 0.285, 0.299, -0.206, -0.556, -0.536, -0.194, 0.387, 0.258, 0.210, 0.365, 0.285, -1.420, 0.585, -0.588, 0.219, 0.358, 0.358, -0.064, 0.281, 0.308, -1.412, 0.330, -0.552, 0.388, 0.335, 0.358, 0.026, 0.248, 0.243, -0.911, -0.012, -0.485, -0.077, 0.408, 0.280, 0.231, 0.196, 0.367, -0.592, 0.024, -0.565, 0.106, 0.069, 0.418, 0.226, -0.014, 0.310, -0.058, -0.704, -0.463, 0.206, 0.442, -0.449, 0.308, 0.435, 0.280, -0.676, 0.319, 0.298],
  "de_lowest_ev": 0.641,
  "homo_lumo_gap_ev": 9.9065,
  "energy_ha": -1897.487949
}

***

{
  "formula": "C4H11NO2",
  "method": "ωB97M-V/def2-TZVPD",
  "symbols": ["C", "O", "C", "C", "C", "O", "N", "H", "H", "H", "H", "H", "H", "H", "H", "H", "H", "H"],
  "coordinates": [[0.55539, -0.80950, -1.60593], [1.42667, -1.95805, -1.83055], [0.09155, -0.52004, -0.16290], [0.10171, 0.96119, 0.30223], [-1.08889, 1.29427, 1.26120], [-2.23267, 1.53117, 0.49582], [0.91548, -1.55088, 0.65756], [-0.19337, -0.70537, -2.40630], [1.22612, 0.11100, -1.93647], [1.16857, -2.60763, -1.16955], [-0.94752, -0.98846, -0.17877], [0.96012, 1.05078, 0.97954], [0.20160, 1.74412, -0.56312], [-1.38760, 0.63106, 2.00816], [-0.85278, 2.13654, 1.94874], [1.89025, -1.10263, 0.76809], [-2.28228, 2.20490, -0.19302], [0.44764, -1.42248, 1.62526]],
  "nbo_charge": [-0.075, -0.721, -0.096, -0.447, -0.052, -0.748, -0.840, 0.180, 0.147, 0.485, 0.199, 0.211, 0.223, 0.187, 0.155, 0.356, 0.483, 0.355],
  "de_lowest_ev": 2.764,
  "homo_lumo_gap_ev": 10.6700,
  "energy_ha": -364.166599,
  "smiles": "N[C@H](CO)CCO"
}

***

{
  "formula": "C19H24F6NNiO4PSb2",
  "method": "ωB97M-V/def2-TZVPD",
  "symbols": ["Ni", "O", "C", "O", "C", "C", "C", "C", "C", "N", "C", "O", "O", "H", "H", "H", "H", "C", "Sb", "C", "C", "C", "C", "C", "C", "C", "C", "C", "Sb", "C", "C", "H", "H", "H", "H", "H", "H", "H", "H", "H", "H", "H", "H", "H", "H", "H", "H", "H", "H", "H", "H", "F", "P", "F", "F", "F", "F", "F"],
  "coordinates": [[-1.12554, 1.78339, -1.04727], [-4.22604, -0.60874, 1.65797], [-3.35452, -0.20848, 0.73907], [-2.10239, -0.00978, 1.29547], [-3.54425, -0.19265, -0.66478], [-4.67671, -0.81466, -1.21458], [-4.87917, -0.76987, -2.58115], [-3.96836, -0.09837, -3.37868], [-2.88039, 0.51464, -2.77327], [-2.65186, 0.45968, -1.45925], [-1.91461, 1.35632, -3.61697], [-1.97776, 1.27228, -4.81926], [-1.12414, 2.10570, -2.91981], [-5.13777, -0.42825, 1.39025], [-5.35548, -1.36253, -0.57540], [-5.73928, -1.25970, -3.01730], [-4.06888, -0.01426, -4.45089], [0.45577, -1.04733, 4.53105], [0.66350, -0.53024, 2.46977], [-1.37634, -1.16608, 1.92925], [1.58467, -2.37270, 1.80258], [2.88196, -2.07697, 1.10530], [4.08133, -2.25055, 1.79648], [5.30522, -2.00402, 1.19781], [5.34693, -1.59219, -0.12695], [4.16367, -1.41939, -0.82267], [2.92275, -1.64108, -0.22388], [1.68877, -1.36786, -1.03103], [1.24887, 0.75367, -1.20880], [1.94504, 1.03806, -3.18862], [2.77706, 1.66873, -0.05419], [1.44320, -1.03726, 4.99052], [0.02250, -2.04007, 4.63930], [-0.16860, -0.31046, 5.03273], [-1.98794, -1.47245, 2.77359], [-1.37065, -1.93586, 1.16042], [-1.73773, 0.96512, 1.41727], [0.87656, -2.89077, 1.15547], [1.74929, -2.99987, 2.67766], [4.05012, -2.60422, 2.82100], [6.22012, -2.14977, 1.75595], [6.29470, -1.41574, -0.61737], [4.19604, -1.10597, -1.86119], [0.80059, -1.89011, -0.68027], [1.85169, -1.66253, -2.06809], [3.02025, 0.87131, -3.22979], [1.70173, 2.04864, -3.50847], [1.43600, 0.33714, -3.84818], [3.53745, 2.05699, -0.72906], [3.22597, 0.93788, 0.61587], [2.34443, 2.48314, 0.52330], [-1.14109, 2.18540, 1.25581], [-1.82555, 3.86497, 0.92212], [-0.69190, 3.82863, -0.26315], [-2.76669, 3.02583, -0.14962], [-2.39784, 5.23809, 0.49346], [-2.88018, 3.55981, 2.04515], [-0.76449, 4.39534, 1.93530]],
  "mulliken_spin": [1.655, 0.103, 0.464, 0.009, 0.001, 0.181, -0.042, 0.136, 0.005, 0.171, -0.002, 0.008, 0.105, -0.001, 0.011, 0.001, 0.000, 0.002, 0.008, 0.032, 0.002, 0.005, -0.003, 0.003, -0.001, 0.002, -0.009, 0.023, 0.079, 0.001, 0.020, 0.000, 0.000, 0.000, 0.000, -0.006, 0.006, -0.001, 0.000, 0.000, 0.000, 0.000, 0.000, -0.002, 0.001, 0.001, 0.001, -0.001, 0.002, -0.002, 0.001, 0.007, -0.004, 0.011, 0.016, 0.000, 0.001, 0.000],
  "de_lowest_ev": 3.117,
  "charge": 1,
  "multiplicity": 4,
  "homo_lumo_gap_ev": [8.2550, 6.7797],
  "energy_ha": -4023.380073
}